Record 1
Computed, not measured: a structure of composition C17H23Cl2CuN2O4S3, with ωB97M-V with the def2-TZVPD basis set.

```
52
C17H23Cl2CuN2O4S3, DFT ωB97M-V with the def2-TZVPD basis set
Cu -1.153 -1.133 0.457
C -0.551 -3.927 -2.018
C 0.176 -2.588 -2.091
O 0.395 -1.976 -0.823
C 1.335 -2.597 0.060
C 0.657 -3.560 1.016
O -0.444 -2.881 1.612
C -1.495 -3.740 2.055
C -2.761 -2.917 2.094
O -3.002 -2.296 0.831
C -3.617 -3.109 -0.176
C -2.740 -3.171 -1.401
O -1.599 -3.939 -1.074
H 0.130 -4.719 -1.709
H -0.911 -4.179 -3.023
H -0.397 -1.857 -2.660
H 1.131 -2.731 -2.606
H 1.794 -1.780 0.618
H 2.111 -3.112 -0.512
H 1.372 -3.873 1.783
H 0.290 -4.447 0.498
H -1.267 -4.140 3.047
H -1.602 -4.568 1.349
H -2.662 -2.099 2.809
H -3.611 -3.534 2.392
H -4.579 -2.662 -0.431
H -3.787 -4.117 0.207
H -2.466 -2.149 -1.697
H -3.291 -3.627 -2.232
Cl 2.705 1.217 1.303
C 1.668 1.315 2.743
Cl 0.959 -0.251 3.150
H 0.868 2.016 2.532
H 2.284 1.639 3.572
S 2.323 2.944 -3.048
C 1.289 2.625 -1.837
S 0.438 1.128 -1.584
C -0.373 1.799 -0.207
N -0.015 3.070 0.034
N 0.884 3.490 -0.823
C 1.381 4.833 -0.665
C 2.742 5.039 -0.513
C 3.196 6.336 -0.334
C 2.296 7.392 -0.309
C 0.935 7.162 -0.455
C 0.465 5.870 -0.632
S -1.481 1.028 0.779
H 3.427 4.203 -0.525
H 4.254 6.519 -0.211
H 2.657 8.403 -0.171
H 0.237 7.987 -0.433
H -0.591 5.663 -0.744
```

Energy above the lowest of the compared OMol25 structures with the same formula, charge and spin: 0.0 kcal per mole
Spin multiplicity: 2
Charge: +1
Frontier orbital gap (alpha / beta): 8.63 / 5.70 eV
<S²>: 0.795



Record 2
Computed, not measured: the ion C17H23ClFN2O6 with charge +1 at a distorted geometry, with ωB97M-V with the def2-TZVPD basis set.

```
50
C17H23ClFN2O6, DFT ωB97M-V with the def2-TZVPD basis set
C 1.084 -2.787 -0.429
C 1.196 -3.279 -1.954
C -0.134 -3.114 -2.821
O -0.749 -4.179 -3.124
O -0.663 -1.878 -3.322
C -1.626 -1.423 -2.294
C -1.552 0.186 -2.077
C -0.522 0.616 -0.921
C 0.680 1.506 -1.363
C 0.944 2.056 -2.836
C 1.455 0.965 -3.890
F -0.206 2.801 -3.335
C 1.708 1.897 -0.266
C 1.463 1.412 1.188
O 2.447 1.851 2.157
N 2.463 3.225 2.237
O 3.623 3.523 2.260
N 0.325 0.578 1.568
C 0.283 0.176 3.014
C -0.406 1.375 3.857
C 0.519 1.646 5.169
Cl 0.512 0.166 6.263
C -0.684 0.181 0.585
C -1.969 -0.701 1.022
C -3.361 0.036 0.613
O -3.505 1.271 0.589
O -4.424 -0.866 0.251
H 0.024 -2.971 0.003
H 1.263 -1.654 -0.298
H 1.834 -3.353 0.218
H 2.116 -2.769 -2.421
H 1.446 -4.407 -1.916
H -1.381 -2.020 -1.354
H -2.675 -1.648 -2.723
H -1.277 0.614 -3.107
H -2.629 0.563 -1.875
H 1.785 2.848 -2.758
H 2.572 0.770 -3.773
H 0.863 -0.018 -3.873
H 1.266 1.418 -4.938
H 2.634 2.527 -0.497
H 1.337 0.040 3.472
H -0.229 -0.847 3.180
H -0.270 2.327 3.210
H -1.498 1.185 4.132
H 1.619 1.782 4.831
H 0.245 2.620 5.706
H -2.042 -0.808 2.173
H -1.913 -1.779 0.629
H -3.991 -1.661 -0.160
```

Structure (SMILES): CCC(=O)OCCc1c([C@@H](C)F)cc(ON=O)[n+](CCCCl)c1CC(=O)O
Energy above the lowest of the compared OMol25 structures with the same formula, charge and spin: 169.4 kcal per mole
Charge: +1
Frontier orbital gap: 7.96 eV



Record 3
Computed, not measured: the molecule C17H23ClN2O5S at a distorted geometry, with ωB97M-V with the def2-TZVPD basis set.

```
49
C17H23ClN2O5S, DFT ωB97M-V with the def2-TZVPD basis set
C 1.870 0.934 3.414
C 2.415 -0.488 3.331
C 2.255 -1.101 1.940
C 3.227 -0.508 0.918
N 2.943 -1.007 -0.408
C 3.765 -1.792 -1.121
O 4.907 -2.059 -0.823
C 3.137 -2.330 -2.420
O 1.740 -2.074 -2.444
C 1.196 -1.496 -3.523
O 1.769 -1.317 -4.566
C -0.197 -1.056 -3.236
C -1.020 -0.623 -4.275
C -2.288 -0.141 -4.013
C -2.736 -0.059 -2.698
Cl -4.285 0.556 -2.338
C -1.917 -0.479 -1.660
S -2.419 -0.332 0.064
O -1.274 -0.720 0.843
O -3.649 -1.033 0.260
N -2.679 1.322 0.152
C -3.902 1.755 0.820
C -3.479 2.384 2.164
C -1.965 2.162 2.226
C -1.583 2.062 0.750
C -0.667 -0.989 -1.927
H 1.918 1.297 4.438
H 0.832 0.956 3.089
H 2.442 1.615 2.789
H 3.469 -0.497 3.615
H 1.873 -1.110 4.045
H 2.431 -2.177 1.997
H 1.226 -0.949 1.601
H 4.257 -0.785 1.154
H 3.148 0.584 0.904
H 1.989 -0.910 -0.720
H 3.310 -3.409 -2.465
H 3.621 -1.864 -3.286
H -0.645 -0.671 -5.286
H -2.932 0.185 -4.814
H -4.549 0.888 0.942
H -4.405 2.483 0.178
H -3.708 3.450 2.165
H -3.993 1.921 3.003
H -1.740 1.211 2.709
H -1.440 2.962 2.745
H -0.650 1.529 0.578
H -1.537 3.049 0.281
H -0.079 -1.330 -1.091
```

Structure (SMILES): CCCCNC(=O)COC(=O)c1ccc(Cl)c(S(=O)(=O)N2CCCC2)c1
Energy above the lowest of the compared OMol25 structures with the same formula, charge and spin: 14.6 kcal per mole
Charge: 0
Frontier orbital gap: 9.46 eV



Record 4
Computed, not measured: a structure of composition C17H23CoF9NOP at a distorted geometry, with ωB97M-V with the def2-TZVPD basis set.

```
53
C17H23CoF9NOP, DFT ωB97M-V with the def2-TZVPD basis set
C 0.934 3.325 -3.275
C 1.946 2.870 -2.430
C 1.732 1.802 -1.532
C 0.496 1.199 -1.521
C -0.527 1.621 -2.348
C -0.308 2.680 -3.231
C 2.833 1.336 -0.622
C 2.596 1.442 0.885
N 1.193 1.213 1.351
Co 0.009 -0.245 -0.006
C -1.890 0.995 -2.184
P -2.131 0.744 -0.345
H 2.923 3.379 -2.441
H -1.131 3.035 -3.864
H 1.101 4.148 -3.954
H -1.943 -0.012 -2.619
H -2.708 1.602 -2.609
H 3.077 0.288 -0.850
H 3.757 1.905 -0.829
H 3.231 0.706 1.395
C -3.562 -0.316 -0.134
C -2.717 2.395 0.165
H 2.898 2.435 1.254
C 0.474 2.506 1.404
C 1.248 0.668 2.736
H -0.701 -1.184 -0.992
H 0.968 3.187 2.113
H 0.481 2.957 0.414
H -0.557 2.343 1.733
H 1.613 1.431 3.441
H 0.251 0.334 3.063
H 1.924 -0.190 2.764
H -3.658 2.650 -0.345
H -2.904 2.426 1.247
H -1.985 3.180 -0.070
H -4.473 0.150 -0.523
H -3.386 -1.269 -0.643
H -3.699 -0.523 0.934
H -0.389 -1.407 1.207
F 1.332 -3.166 2.759
C 0.273 -3.800 2.241
F 0.361 -5.087 2.590
F -0.796 -3.279 2.862
C 0.161 -3.590 0.756
O 0.169 -2.097 0.617
C 1.450 -4.142 0.027
F 1.609 -5.468 0.223
F 1.420 -3.941 -1.294
F 2.561 -3.549 0.467
C -1.082 -4.269 0.142
F -1.098 -5.595 0.359
F -2.187 -3.749 0.686
F -1.190 -4.069 -1.173
```

Energy above the lowest of the compared OMol25 structures with the same formula, charge and spin: 24.6 kcal per mole
Spin multiplicity: 4
Charge: 0
Frontier orbital gap (alpha / beta): 6.30 / 7.76 eV
<S²>: 3.777



Record 5
Computed, not measured: a structure of composition C17H23I2LaN2O at a distorted geometry, with ωB97M-V with the def2-TZVPD basis set.

```
46
C17H23I2LaN2O, DFT ωB97M-V with the def2-TZVPD basis set
C 1.449 -3.047 -3.747
I 2.141 -3.284 -0.685
H 2.342 -2.398 -3.932
H 0.503 -2.923 -4.422
H 1.859 -4.140 -3.581
C -1.642 2.355 -3.497
C -0.358 0.736 -2.493
N -1.505 1.469 -2.417
H -0.153 2.611 -5.153
I 2.458 1.863 -0.169
N 0.270 1.175 -3.620
H -2.405 3.000 -3.622
La 1.088 -0.718 -1.045
C -0.391 -2.311 -2.576
O -1.406 -2.613 -3.081
C -0.490 2.149 -4.266
C 1.579 0.780 -4.064
H 2.385 1.290 -3.502
H 1.699 1.018 -5.130
H 1.729 -0.313 -3.959
C -2.452 1.473 -1.328
H -3.426 1.836 -1.678
H -2.115 2.119 -0.497
H -2.579 0.456 -0.921
C -1.360 -1.877 2.658
C 0.007 -1.217 2.366
C 1.132 -2.149 2.729
C -0.041 -0.899 0.886
C 0.106 0.118 3.137
C 1.256 0.543 3.804
C 1.274 1.738 4.562
C 0.150 2.581 4.544
C -1.014 2.185 3.856
C -1.000 0.981 3.104
H -1.375 -2.884 2.186
H -2.204 -1.277 2.238
H -1.497 -2.004 3.763
H 0.996 -3.104 2.238
H 2.082 -1.737 2.399
H 1.157 -2.319 3.807
H -0.943 -0.243 0.710
H 2.128 -0.102 3.768
H 2.189 1.986 5.067
H 0.182 3.484 5.148
H -1.878 2.848 3.870
H -1.925 0.764 2.546
```

Energy above the lowest of the compared OMol25 structures with the same formula, charge and spin: 10.9 kcal per mole
Charge: -2
Frontier orbital gap: 3.43 eV



Record 6
Computed, not measured: a structure of composition C17H23MoO3 at a distorted geometry, with ωB97M-V with the def2-TZVPD basis set.

```
44
C17H23MoO3, DFT ωB97M-V with the def2-TZVPD basis set
Mo 0.060 -0.023 0.241
C -1.852 0.159 1.566
C -2.294 0.748 0.322
C -2.307 -0.277 -0.675
H -2.678 1.754 0.187
C -1.832 -1.496 -0.075
C -1.595 -1.230 1.320
H -1.324 -1.957 2.077
H -1.787 0.653 2.534
H -2.803 -0.205 -1.634
H -1.831 -2.464 -0.556
C 2.184 0.197 1.038
C 1.497 -0.869 1.716
C 1.247 -1.919 0.760
H 1.254 -0.873 2.779
C 1.756 -1.495 -0.520
C 2.332 -0.176 -0.352
H 2.918 0.337 -1.093
H 2.631 1.061 1.511
H 0.825 -2.889 0.959
H 1.867 -2.096 -1.400
O 0.082 0.395 -2.253
C 0.129 -0.228 -3.576
C -0.571 0.973 -4.261
C -0.626 -1.529 -3.533
C 1.586 -0.362 -3.959
C -0.450 1.620 -2.898
H -1.614 0.795 -4.537
H 0.016 1.480 -5.028
H 0.311 2.394 -2.810
H -1.384 1.865 -2.403
H -0.628 -1.986 -4.526
H -1.649 -1.368 -3.194
H -0.135 -2.209 -2.830
H 1.700 -0.379 -5.049
H 1.971 -1.290 -3.528
H 2.151 0.476 -3.537
C 0.027 2.966 2.079
C 0.552 3.207 0.693
O 0.988 4.318 0.340
O 0.524 2.206 -0.144
H 0.190 3.843 2.705
H 0.502 2.076 2.521
H -1.045 2.736 2.010
```

Energy above the lowest of the compared OMol25 structures with the same formula, charge and spin: 0.0 kcal per mole
Spin multiplicity: 3
Charge: -1
Frontier orbital gap (alpha / beta): 3.99 / 5.19 eV
<S²>: 2.014



Record 7
Computed, not measured: a cluster of 3 separate species, C17H23N2O7PS in total at a distorted geometry, with ωB97M-V with the def2-TZVPD basis set.

```
51
C17H23N2O7PS, DFT ωB97M-V with the def2-TZVPD basis set
C 3.724 -0.737 -0.157
O 4.022 0.595 -0.520
C 3.141 1.069 -1.518
C 3.362 2.578 -1.692
C 2.095 3.306 -2.210
C 0.996 3.438 -1.106
C -0.146 2.482 -1.437
C -0.930 2.770 -2.531
C -1.946 1.913 -2.884
C -2.180 0.783 -2.148
C -1.397 0.520 -1.035
C -0.386 1.367 -0.668
C -1.695 -0.744 -0.267
O -1.631 -0.807 0.944
C -2.124 -1.903 -1.137
C -2.874 -1.648 -2.193
P -3.468 -2.934 -3.357
S -2.147 -4.374 -3.431
C -3.247 -0.216 -2.505
O -4.304 0.085 -3.028
H 2.826 -0.809 0.476
H 4.557 -1.125 0.433
H 3.595 -1.356 -1.056
H 2.089 0.808 -1.342
H 3.434 0.584 -2.467
H 3.600 3.013 -0.717
H 4.151 2.721 -2.433
H 2.419 4.288 -2.572
H 1.727 2.757 -3.084
H 0.555 4.437 -1.093
H 1.478 3.182 -0.160
H -0.767 3.636 -3.163
H -2.572 2.096 -3.753
H 0.214 1.138 0.207
H -1.809 -2.919 -0.896
H -3.536 -2.278 -4.605
H -4.752 -3.393 -2.998
C -1.444 -2.873 3.058
N -1.181 -4.325 3.244
O -1.851 -4.924 4.061
O -0.307 -4.814 2.560
H -2.244 -2.579 3.730
H -0.525 -2.337 3.290
H -1.732 -2.721 2.027
C 0.255 0.103 6.351
N 0.718 -0.054 4.945
O 0.538 -1.132 4.411
O 1.243 0.905 4.430
H -0.191 -0.831 6.675
H 1.123 0.351 6.954
H -0.474 0.908 6.365
```

Structure (SMILES): COCCCCc1ccc2c(c1)C(=O)C=C([PH2]=S)C2=O.C[N+](=O)[O-].C[N+](=O)[O-]
Charge: 0
Frontier orbital gap: 7.51 eV



Record 8
Computed, not measured: a structure of composition C17H23N2PPdS2, with ωB97M-V with the def2-TZVPD basis set.

```
46
C17H23N2PPdS2, DFT ωB97M-V with the def2-TZVPD basis set
Pd 1.109 -0.945 0.579
C 0.572 -4.293 3.746
C 0.412 -3.344 2.587
S 1.730 -2.214 2.344
C -0.667 -3.302 1.786
C -1.898 -4.140 1.972
S -0.714 -2.246 0.386
H 1.521 -4.119 4.253
H 0.553 -5.334 3.417
H -0.222 -4.159 4.485
H -1.779 -4.838 2.800
H -2.127 -4.717 1.073
H -2.764 -3.506 2.179
N 3.937 0.463 -0.438
N 3.284 -0.722 0.024
H 4.941 0.388 -0.319
H 3.603 1.244 0.109
H 3.760 -1.170 0.803
H 3.250 -1.383 -0.742
C 0.936 0.226 -2.689
P 0.266 0.465 -1.015
C 0.677 2.203 -0.643
C 1.453 2.505 0.470
C 1.798 3.821 0.755
C 1.360 4.844 -0.071
C 0.567 4.553 -1.175
C 0.224 3.242 -1.457
C -1.533 0.529 -1.243
C -2.311 1.031 -0.201
C -3.689 1.055 -0.308
C -4.308 0.564 -1.452
C -3.542 0.052 -2.485
C -2.156 0.035 -2.382
H 0.524 0.937 -3.405
H 0.730 -0.792 -3.018
H 2.017 0.362 -2.625
H 1.758 1.706 1.139
H 2.396 4.045 1.629
H 1.624 5.870 0.150
H 0.211 5.353 -1.812
H -0.410 3.023 -2.308
H -1.833 1.396 0.701
H -4.285 1.448 0.506
H -5.387 0.576 -1.532
H -4.019 -0.339 -3.374
H -1.571 -0.374 -3.196
```

Energy above the lowest of the compared OMol25 structures with the same formula, charge and spin: 0.8 kcal per mole
Charge: 0
Frontier orbital gap: 6.70 eV